Record 1
C4H7FO2 | the ωB97M-V functional and the def2-TZVPD basis

Computed properties:
SMILES   CC(C)(O)C(=O)F
Calculated total energy   -11074.081 eV
Orbital gap   11.277 eV
ΔE to the lowest compared entry with this formula, charge and spin   0.000 eV
Highest occupied orbital energy   -10.48 eV

CARTESIAN COORDINATES (ANGSTROEM)
C (-0.16902, 0.71142, 1.14343)
C (0.51428, -0.38108, 0.33476)
C (0.09127, -0.33129, -1.14769)
O (0.31267, -1.60958, 0.93936)
C (2.13913, -0.09113, 0.12100)
O (2.97123, -0.90636, -0.04281)
F (2.42950, 1.22432, 0.09082)
H (-1.23350, 0.69979, 0.91484)
H (-0.03936, 0.51689, 2.20332)
H (0.22937, 1.69031, 0.88711)
H (-0.98863, -0.42292, -1.24879)
H (0.57144, -1.13088, -1.71190)
H (0.39794, 0.62154, -1.58104)
H (0.64735, -2.32135, 0.38224)

Record 2
C2H2N2O3 | the ωB97M-V functional and the def2-TZVPD basis

Computed properties:
SMILES   O=C/N=[N+](\[O-])C=O
Calculated total energy   -11224.873 eV
Orbital gap (spin up / spin down)   9.188 / 9.190 eV
ΔE to the lowest compared entry with this formula, charge and spin   3.932 eV
Highest occupied orbital energy (spin up / spin down)   -11.00 / -11.00 eV

CARTESIAN COORDINATES (ANGSTROEM)
O (2.53759, -0.18936, -0.56589)
C (1.79118, -0.44136, 0.32858)
N (0.41869, -0.51613, 0.22875)
N (-0.38277, 0.37439, -0.07362)
O (-0.14309, 1.70046, -0.15174)
C (-1.79179, 0.01968, -0.30904)
O (-2.21165, -1.06453, -0.12595)
H (2.10848, -0.79698, 1.32680)
H (-2.32665, 0.91382, -0.65791)

Record 3
C5H7NOS | the ωB97M-V functional and the def2-TZVPD basis

Computed properties:
SMILES   CN1C=C[C@H](O)C1=S
Calculated total energy   -19670.309 eV
Orbital gap   8.514 eV
ΔE to the lowest compared entry with this formula, charge and spin   1.293 eV
Highest occupied orbital energy   -8.38 eV

CARTESIAN COORDINATES (ANGSTROEM)
C (-2.12367, -0.49327, 0.22477)
N (-0.69098, -0.33415, -0.04745)
C (0.23099, -1.31668, -0.01304)
C (1.47791, -0.87032, -0.14581)
C (1.40795, 0.59902, -0.36438)
O (2.22181, 1.30582, 0.53678)
C (-0.08949, 0.93080, -0.16505)
S (-0.75933, 2.43928, -0.09391)
H (-2.73133, 0.09593, -0.46646)
H (-2.38952, -1.55193, 0.24002)
H (-2.27550, -0.12137, 1.23604)
H (-0.06988, -2.28969, 0.10979)
H (2.31484, -1.49042, -0.29998)
H (1.56803, 0.89341, -1.42308)
H (1.90817, 2.20357, 0.67175)

Record 4
C4H7O5PS | the ωB97M-V functional and the def2-TZVPD basis

Computed properties:
Calculated total energy   -34622.252 eV
Orbital gap   5.971 eV
Charge   -2
ΔE to the lowest compared entry with this formula, charge and spin   1.003 eV
Highest occupied orbital energy   -0.29 eV

CARTESIAN COORDINATES (ANGSTROEM)
C (1.98773, 0.75526, 0.46603)
C (0.73108, 0.82487, 0.00583)
C (-1.64148, -0.64164, -0.68849)
C (-0.32996, 1.11432, 0.92559)
O (-1.77115, 3.03754, 0.91011)
O (-0.43744, 2.97852, 3.12891)
O (0.69069, 3.73963, 0.88648)
O (-3.19659, 0.87426, 0.77378)
O (-2.16772, 1.77002, -1.30222)
P (-0.38845, 2.92337, 1.56266)
S (-1.98953, 1.12109, -0.02921)
H (2.86312, 0.70267, -0.23276)
H (2.25073, 0.85888, 1.53341)
H (0.55073, 0.80736, -1.03430)
H (-2.42656, -0.94600, -1.42157)
H (-0.80532, -0.44690, -1.30813)
H (-1.68376, -1.46488, 0.13194)
H (-0.59479, 0.42224, 1.70996)

Record 5
FH2O2P | the ωB97M-V functional and the def2-TZVPD basis

Computed properties:
SMILES   O=PO.F
Calculated total energy   -16134.578 eV
Orbital gap   11.035 eV
ΔE to the lowest compared entry with this formula, charge and spin   1.271 eV
Highest occupied orbital energy   -11.67 eV

CARTESIAN COORDINATES (ANGSTROEM)
O (-0.50050, 0.51886, 1.28489)
P (-0.04371, 1.54640, 0.31092)
O (0.43871, 0.85480, -1.05085)
H (0.59113, -0.06666, -1.45765)
F (-0.20369, -1.77949, 0.04213)
H (-0.28193, -1.07392, 0.87056)

Record 6
C21H21N3O2 | the ωB97M-V functional and the def2-TZVPD basis

Computed properties:
SMILES   C[C@@H]1CN(c2oc(Cc3cccc4ccccc34)nc2C#N)C[C@H](C)O1
Calculated total energy   -30683.228 eV
Orbital gap   8.154 eV
ΔE to the lowest compared entry with this formula, charge and spin   1.368 eV
Highest occupied orbital energy   -7.93 eV

CARTESIAN COORDINATES (ANGSTROEM)
C (2.56435, 3.96508, 1.11091)
C (1.95946, 2.60297, 0.81253)
C (2.71285, 1.47702, 1.54190)
N (2.16657, 0.18859, 1.15619)
C (1.06457, -0.27242, 1.80251)
O (0.31777, -1.22607, 1.20787)
C (-0.66078, -1.53879, 2.11158)
C (-1.72585, -2.49286, 1.70641)
C (-2.48368, -1.86419, 0.55867)
C (-3.65178, -1.19624, 0.82416)
C (-4.35021, -0.51682, -0.18325)
C (-3.85773, -0.48719, -1.45619)
C (-2.65689, -1.15426, -1.77507)
C (-2.13089, -1.11734, -3.08377)
C (-0.96747, -1.76184, -3.39334)
C (-0.28885, -2.48823, -2.40393)
C (-0.77360, -2.54516, -1.12683)
C (-1.95948, -1.86982, -0.76230)
N (-0.57783, -0.86838, 3.20131)
C (0.52137, -0.04222, 3.05940)
C (0.92404, 0.85283, 4.05135)
N (1.25594, 1.60217, 4.85750)
C (2.21611, 0.00426, -0.28555)
C (1.45939, 1.14967, -0.97789)
C (1.54268, 1.04722, -2.49248)
O (2.01102, 2.39262, -0.58686)
H (2.02124, 4.73294, 0.56820)
H (2.50830, 4.16758, 2.17621)
H (3.60261, 3.98462, 0.79171)
H (0.90443, 2.57797, 1.14185)
H (2.64324, 1.60282, 2.62103)
H (3.76445, 1.48987, 1.24241)
H (-1.28959, -3.45132, 1.42058)
H (-2.38153, -2.64041, 2.56332)
H (-4.04004, -1.18456, 1.83218)
H (-5.27042, -0.00832, 0.06275)
H (-4.37591, 0.04941, -2.23779)
H (-2.67127, -0.56556, -3.83962)
H (-0.56957, -1.72632, -4.39708)
H (0.62198, -3.01033, -2.66081)
H (-0.23438, -3.11756, -0.38860)
H (1.77924, -0.95771, -0.55041)
H (3.26695, 0.02630, -0.58604)
H (0.40113, 1.10579, -0.65852)
H (1.06924, 0.12860, -2.82762)
H (1.03619, 1.89622, -2.94175)
H (2.58263, 1.05936, -2.80681)

- The highest ΔE to the lowest compared entry with this formula, charge and spin belongs to which entry?
  C2H2N2O3

- The highest calculated total energy belongs to which entry?
  C4H7FO2